(1)
DFT (ωB97M-V with the def2-TZVPD basis set) results for one molecule with the formula C5H10O2.

LUMO level   0.9 eV
SMILES   CC1(C)O[C@@]1(C)O
Frontier orbital gap   10.469 eV

Geometry (Å):
C -0.787 1.377 0.488
C -0.583 -0.078 0.162
C -1.605 -0.691 -0.754
O -0.130 -0.739 1.348
C 0.788 -0.574 0.167
C 1.981 0.352 -0.063
O 1.056 -1.873 -0.189
H -0.060 1.689 1.245
H -1.785 1.504 0.917
H -0.686 2.001 -0.401
H -2.607 -0.644 -0.323
H -1.365 -1.724 -1.019
H -1.600 -0.101 -1.680
H 1.753 1.121 -0.817
H 2.847 -0.213 -0.425
H 2.256 0.866 0.854
H 0.408 -2.291 0.409

(2)
DFT (ωB97M-V with the def2-TZVPD basis set) results for C5H10O2 as an isolated structure.

LUMO level   0.7 eV
Frontier orbital gap   9.890 eV

Geometry (Å):
O 1.896 0.002 1.291
C 1.926 -0.466 -0.046
C 0.488 -0.749 -0.460
C -0.484 0.432 -0.409
C -2.059 -0.015 -0.482
O -2.613 0.954 0.340
C -0.964 0.971 0.898
H 2.785 0.279 1.541
H 2.528 -1.388 -0.126
H 2.372 0.283 -0.719
H 0.101 -1.546 0.188
H 0.489 -1.146 -1.486
H -0.223 1.229 -1.122
H -2.045 -0.992 0.025
H -2.462 -0.107 -1.495
H -0.942 2.016 1.121
H -0.804 0.285 1.741

(3)
DFT (ωB97M-V with the def2-TZVPD basis set) results for C5H10O2 as an isolated structure.

LUMO level (alpha / beta)   -1.5 / -1.5 eV
Frontier orbital gap (alpha / beta)   7.962 / 7.965 eV

Geometry (Å):
C 1.580 1.485 0.876
C 0.696 0.857 -0.196
C 0.179 -0.577 0.463
O -0.622 -0.366 1.465
C -0.427 -0.994 -0.788
C -1.730 -0.496 -1.301
O -2.228 0.572 -1.029
H 1.910 2.473 0.534
H 1.014 1.591 1.803
H 2.468 0.874 1.072
H -0.199 1.451 -0.377
H 1.259 0.719 -1.124
H 1.120 -1.134 0.655
H -1.451 -1.632 1.069
H -1.546 -2.128 0.404
H 0.203 -1.491 -1.530
H -2.224 -1.203 -1.997

(4)
DFT (ωB97M-V with the def2-TZVPD basis set) results for one molecule with the formula C5H10O2.

LUMO level   0.9 eV
SMILES   C[C@@]1(CCO)CO1
Frontier orbital gap   11.029 eV

Geometry (Å):
C 1.422 -0.325 0.845
C 0.312 -0.549 -0.153
C -0.296 0.674 -0.816
C -0.882 1.656 0.197
O -1.792 1.046 1.088
C 0.160 -1.847 -0.813
O -0.673 -1.500 0.287
H 2.256 0.224 0.393
H 1.046 0.251 1.697
H 1.793 -1.283 1.221
H -1.089 0.336 -1.495
H 0.464 1.183 -1.424
H -1.399 2.462 -0.342
H -0.069 2.126 0.773
H -1.788 0.092 0.931
H 0.877 -2.643 -0.610
H -0.341 -1.905 -1.780

(5)
DFT (ωB97M-V with the def2-TZVPD basis set) results for a 2-piece molecular cluster, C5H10O2 overall.

LUMO level   0.3 eV
Frontier orbital gap   9.166 eV

Geometry (Å):
O 2.251 -0.049 1.016
C 1.568 -0.644 -0.065
C 0.094 -0.648 0.246
C -0.432 1.545 0.288
C -1.758 1.344 0.063
O -2.083 -0.826 -0.708
C -0.852 -1.153 -0.738
H 3.154 0.133 0.730
H 1.705 -0.074 -0.995
H 1.918 -1.671 -0.253
H -0.208 -0.639 1.290
H 0.006 1.468 1.279
H 0.172 2.095 -0.434
H -2.249 1.731 -0.822
H -2.401 0.908 0.816
H -0.351 -1.428 -1.695
H -0.534 -2.092 -0.017

(6)
DFT (ωB97M-V with the def2-TZVPD basis set) results for one molecule with the formula C5H10O2.

LUMO level   0.8 eV
SMILES   OCCC1COC1
Frontier orbital gap   10.254 eV

Geometry (Å):
O 2.082 0.221 0.997
C 1.886 -0.669 -0.097
C 0.399 -0.887 -0.415
C -0.471 0.364 -0.347
C -1.973 0.139 -0.602
O -2.334 0.688 0.668
C -0.957 0.876 1.027
H 2.496 1.030 0.674
H 2.335 -1.635 0.165
H 2.422 -0.314 -0.988
H -0.014 -1.634 0.275
H 0.305 -1.328 -1.423
H -0.058 1.173 -0.962
H -2.267 -0.918 -0.686
H -2.422 0.698 -1.431
H -0.754 1.931 1.251
H -0.673 0.267 1.893

(7)
DFT (ωB97M-V with the def2-TZVPD basis set) results for one molecule with the formula C5H10O2.

LUMO level   0.8 eV
SMILES   OCCC1COC1
Frontier orbital gap   10.196 eV

Geometry (Å):
O -0.419 1.828 1.254
C -1.319 0.748 1.073
C -1.046 0.134 -0.293
C 0.155 -0.809 -0.349
C 0.980 -0.819 -1.648
O 2.196 -0.533 -0.950
C 1.493 -0.397 0.296
H -0.623 2.252 2.097
H -2.356 1.111 1.117
H -1.198 -0.012 1.861
H -0.909 0.965 -0.995
H -1.939 -0.416 -0.618
H -0.149 -1.814 -0.036
H 0.712 -0.010 -2.344
H 1.025 -1.765 -2.201
H 1.882 -1.089 1.055
H 1.516 0.626 0.682

(8)
DFT (ωB97M-V with the def2-TZVPD basis set) results for a 2-piece molecular cluster, C5H10O2 overall.

LUMO level   1.0 eV
SMILES   O[C@H]1[C@H]2CCO[C@@H]12.[H][H]
Frontier orbital gap   10.460 eV

Geometry (Å):
O 2.005 0.830 -0.161
C 1.249 -0.328 -0.024
C -0.028 -0.283 0.780
C -0.614 1.106 1.017
C -1.378 1.345 -0.289
O -0.593 0.700 -1.296
C -0.080 -0.469 -0.713
H 1.911 1.131 -1.073
H 1.845 -1.236 0.074
H -0.251 -1.092 1.469
H -1.259 1.141 1.899
H 0.187 1.842 1.132
H -1.492 2.395 -0.571
H -2.374 0.878 -0.242
H -0.372 -1.392 -1.206
H 0.946 -3.344 -0.403
H 0.226 -3.469 -0.268

(9)
DFT (ωB97M-V with the def2-TZVPD basis set) results for one molecule with the formula C5H10O2.

LUMO level   1.0 eV
SMILES   CO[C@H]1CO[C@H]1C
Frontier orbital gap   10.329 eV

Geometry (Å):
C 1.540 1.424 0.098
O 0.518 0.739 -0.510
C 0.388 -0.645 -0.661
C 0.455 -1.616 0.540
O -0.967 -1.811 0.518
C -1.124 -0.802 -0.510
C -1.660 0.679 0.082
H 1.953 0.879 0.953
H 2.281 1.625 -0.673
H 1.125 2.381 0.458
H 0.956 -0.929 -1.551
H 0.799 -1.170 1.480
H 0.997 -2.558 0.368
H -1.733 -1.239 -1.331
H -2.417 1.015 -0.612
H -2.012 0.402 1.063
H -1.099 1.626 0.288

(10)
DFT (ωB97M-V with the def2-TZVPD basis set) results for one molecule with the formula C5H10O2.

LUMO level   -0.1 eV
Frontier orbital gap   8.593 eV

Geometry (Å):
C -2.458 -1.713 -0.089
C -1.210 -1.058 -0.472
C 1.233 0.170 -0.278
C 2.442 0.814 0.357
O 2.330 2.217 0.306
C -1.130 0.366 -0.097
O 0.126 0.738 0.412
H -2.763 -2.498 -0.784
H -2.044 -2.265 0.783
H -3.305 -1.110 0.275
H 1.161 0.411 -1.349
H 1.245 -0.921 -0.182
H 3.348 0.520 -0.181
H 2.525 0.452 1.395
H 1.406 2.389 0.543
H -1.879 0.777 0.600
H -1.321 0.852 -1.087

(11)
DFT (ωB97M-V with the def2-TZVPD basis set) results for a 2-piece molecular cluster, C5H10O2 overall.

LUMO level   0.8 eV
SMILES   C=CCO.CC=O
Frontier orbital gap   10.482 eV

Geometry (Å):
C 1.600 0.146 1.083
C 0.603 1.019 0.984
C 0.290 1.799 -0.258
O -1.121 1.842 -0.410
H 2.239 -0.095 0.236
H 1.816 -0.371 2.014
H -0.039 1.239 1.836
H 0.784 1.330 -1.123
H 0.693 2.819 -0.157
H -1.323 2.445 -1.135
C -1.251 -1.406 -0.756
C -0.176 -2.148 -0.018
O 0.887 -2.470 -0.498
H -1.693 -0.622 -0.134
H -0.841 -0.965 -1.667
H -2.032 -2.123 -1.018
H -0.438 -2.437 1.022

(12)
DFT (ωB97M-V with the def2-TZVPD basis set) results for one molecule with the formula C5H10O2.

LUMO level   1.0 eV
SMILES   C[C@@H]1OCC[C@H]1O
Frontier orbital gap   10.844 eV

Geometry (Å):
C -0.341 -1.971 -1.071
C -0.265 -0.841 -0.069
O -1.400 0.003 -0.176
C -1.099 1.110 0.652
C 0.364 1.460 0.355
C 0.919 0.127 -0.228
O 2.067 -0.291 0.473
H 0.519 -2.637 -0.942
H -1.257 -2.553 -0.926
H -0.337 -1.584 -2.094
H -0.202 -1.255 0.955
H -1.210 0.823 1.712
H -1.801 1.915 0.435
H 0.862 1.810 1.280
H 0.479 2.271 -0.363
H 1.178 0.242 -1.288
H 2.056 0.370 1.166

(13)
DFT (ωB97M-V with the def2-TZVPD basis set) results for a 2-piece molecular cluster, C5H10O2 overall.

LUMO level (alpha / beta)   0.2 / 0.2 eV
Frontier orbital gap (alpha / beta)   8.391 / 8.390 eV

Geometry (Å):
C 0.663 -0.425 -0.161
C 1.441 0.525 -1.013
C -1.530 0.596 -0.885
C -0.751 -0.425 -0.098
C -1.245 -0.939 1.068
O 1.274 -1.576 0.182
O 0.429 0.476 1.798
H 2.216 -1.418 0.318
H 0.739 0.689 2.693
H 1.002 1.518 -0.985
H 1.460 0.176 -2.051
H 2.470 0.591 -0.654
H -1.331 1.604 -0.512
H -2.600 0.412 -0.785
H -1.283 0.568 -1.948
H -2.253 -0.707 1.384
H -0.700 -1.665 1.647

(14)
DFT (ωB97M-V with the def2-TZVPD basis set) results for one molecule with the formula C5H10O2.

LUMO level   0.9 eV
SMILES   C[C@@]1(CCO)CO1
Frontier orbital gap   10.122 eV

Geometry (Å):
C 0.085 1.836 -1.391
C -0.113 0.377 -0.864
C -1.011 -0.372 0.403
C -0.560 -0.737 1.900
O 0.323 -1.826 2.052
C 0.930 -0.560 -1.285
O 1.024 -0.052 0.015
H -0.566 2.154 -2.222
H -0.076 2.533 -0.571
H 1.123 2.004 -1.750
H -1.262 -1.338 -0.032
H -1.846 0.289 0.527
H -1.488 -1.073 2.403
H -0.207 0.136 2.472
H 1.123 -1.579 1.573
H 1.810 -0.178 -1.791
H 0.711 -1.613 -1.439

(15)
DFT (ωB97M-V with the def2-TZVPD basis set) results for one molecule with the formula C5H10O2.

LUMO level   0.8 eV
SMILES   C[C@H]1[C@H](O)[C@]1(C)O
Frontier orbital gap   9.006 eV

Geometry (Å):
C -1.597 -1.057 -0.647
C -0.720 -0.467 0.424
C 0.974 -0.737 0.756
O 1.393 -0.625 2.025
C 0.373 0.466 0.137
C 0.735 0.888 -1.262
O 0.594 1.620 1.174
H -2.030 -1.997 -0.309
H -1.043 -1.245 -1.565
H -2.428 -0.386 -0.889
H -1.158 -0.429 1.415
H 1.471 -1.494 0.162
H 1.171 0.362 2.231
H 0.951 0.023 -1.888
H -0.089 1.439 -1.718
H 1.627 1.511 -1.231
H -0.225 2.130 1.186

(16)
DFT (ωB97M-V with the def2-TZVPD basis set) results for a 2-piece molecular cluster, C5H10O2 overall.

LUMO level (alpha / beta)   -0.2 / -0.2 eV
Frontier orbital gap (alpha / beta)   8.539 / 8.540 eV

Geometry (Å):
O -1.743 0.819 -2.297
C -0.828 1.366 -1.421
C -0.205 -0.140 -0.691
C 0.637 0.712 0.073
C 1.374 -0.917 1.592
C 0.226 -1.627 1.630
O -1.224 -0.713 -0.173
H -2.214 0.143 -1.770
H -1.294 1.953 -0.624
H -0.097 1.944 -1.986
H 0.308 -0.601 -1.560
H 0.196 1.240 0.913
H 1.567 1.102 -0.340
H 1.582 -0.146 2.331
H 2.216 -1.248 0.989
H -0.577 -1.377 2.316
H 0.074 -2.509 1.018

(17)
DFT (ωB97M-V with the def2-TZVPD basis set) results for one molecule with the formula C5H10O2.

LUMO level   1.0 eV
SMILES   OC[C@H]1CCCO1
Frontier orbital gap   10.477 eV

Geometry (Å):
O -0.889 1.307 2.450
C -0.106 0.192 2.033
C 0.147 0.267 0.502
C 1.236 -0.340 -0.537
C 0.422 0.026 -1.800
C -0.843 -0.664 -1.306
O -1.132 -0.031 -0.077
H -1.793 1.213 2.119
H -0.617 -0.737 2.322
H 0.816 0.287 2.607
H 0.357 1.333 0.346
H 1.464 -1.414 -0.675
H 2.207 0.137 -0.397
H 0.764 -0.353 -2.768
H 0.310 1.115 -1.878
H -0.508 -1.685 -1.068
H -1.734 -0.696 -1.932

(18)
DFT (ωB97M-V with the def2-TZVPD basis set) results for a 2-piece molecular cluster, C5H10O2 overall.

LUMO level   0.9 eV
Frontier orbital gap   9.161 eV

Geometry (Å):
C 2.152 -0.268 0.810
O 0.769 -0.351 0.535
C 0.506 -0.329 -0.864
C -0.948 -0.575 -1.152
C -1.796 -1.225 -0.365
C -1.178 2.039 0.177
O -0.998 1.534 1.369
H 2.689 -1.128 0.387
H 2.273 -0.267 1.895
H 2.584 0.653 0.392
H 0.804 0.643 -1.276
H 1.112 -1.111 -1.350
H -1.291 -0.156 -2.096
H -2.835 -1.364 -0.653
H -1.487 -1.631 0.595
H -2.130 2.613 0.293
H -0.226 0.924 1.303

(19)
DFT (ωB97M-V with the def2-TZVPD basis set) results for C5H10O2 as an isolated structure.

LUMO level   0.1 eV
Frontier orbital gap   9.275 eV

Geometry (Å):
C 1.485 -1.395 0.586
C 1.206 -0.292 -0.456
O 0.206 -0.656 -1.376
C 0.552 1.019 0.049
C -1.386 1.327 -0.322
C -2.014 0.176 0.325
O -1.795 -0.999 0.033
H 2.299 -1.161 1.289
H 0.570 -1.582 1.155
H 1.746 -2.328 0.067
H 2.176 -0.122 -0.994
H -0.655 -0.903 -0.828
H 0.473 1.125 1.114
H 0.908 1.879 -0.504
H -1.303 1.296 -1.402
H -1.833 2.279 0.043
H -2.635 0.338 1.220

(20)
DFT (ωB97M-V with the def2-TZVPD basis set) results for a 2-piece molecular cluster, C5H10O2 overall.

LUMO level (alpha / beta)   -0.4 / -0.4 eV
Frontier orbital gap (alpha / beta)   8.467 / 8.468 eV

Geometry (Å):
O 2.810 -0.612 -0.842
C 1.806 -1.118 -0.035
C 0.483 -0.104 -0.538
C -0.326 -0.819 0.392
C -2.184 0.567 0.301
C -1.505 1.730 0.133
O 0.832 1.111 -0.299
H 2.695 0.356 -0.779
H 2.002 -0.952 1.031
H 1.694 -2.182 -0.250
H 0.327 -0.421 -1.591
H -0.218 -0.570 1.442
H -0.703 -1.811 0.150
H -2.511 0.248 1.289
H -2.657 0.075 -0.546
H -1.154 2.314 0.977
H -1.348 2.168 -0.846